(1)
This record from the Open Molecules 2025 dataset describes a structure of composition C38H54AsCrN4O5P2. The level of theory is ωB97M-V/def2-TZVPD.

⟨S²⟩ = 6.01
Energy relative to the best compared isomer or geometry (same formula, charge and spin) = 108.08 kJ/mol
Strongest force on any atom = 0.89 eV/A
HOMO level (spin up / spin down) = -10.01 / -10.37 eV
HOMO-LUMO gap (spin up / spin down) = 8.04 / 8.37 eV

Geometry as ORCA input:
```
! RIJCOSX wB97M-V def2-TZVPD def2/J DEFGRID3
* xyz 1 5
Cr 1.53 -1.19 1.48
C 1.37 0.47 3.97
C 2.83 0.03 4.22
N 3.42 -0.67 3.07
C 4.45 0.06 2.33
C 4.26 -0.04 0.82
N 2.84 0.16 0.40
C 2.36 1.55 0.57
C 1.81 1.83 1.97
N 1.10 0.66 2.53
H 0.69 -0.31 4.32
H 1.16 1.39 4.53
H 3.45 0.89 4.47
H 2.83 -0.63 5.09
H 3.74 -1.59 3.34
H 4.44 1.10 2.64
H 5.46 -0.31 2.55
H 4.90 0.70 0.32
H 4.55 -1.03 0.48
H 2.81 -0.05 -0.59
H 3.16 2.26 0.34
H 1.57 1.70 -0.16
H 2.62 2.09 2.65
H 1.16 2.70 1.92
H 0.10 0.77 2.41
N -0.68 -3.08 0.50
C -1.10 -4.10 1.47
C -1.32 -3.50 2.86
C -0.03 -3.07 3.53
O 0.35 -3.58 4.57
O 0.64 -2.14 2.91
H -1.39 -2.36 0.46
H -0.62 -3.47 -0.44
H -0.32 -4.87 1.53
H -2.03 -4.60 1.16
H -1.79 -4.24 3.51
H -1.99 -2.64 2.77
C -1.02 1.86 -1.32
C -0.04 2.09 -2.47
As -0.33 3.79 -3.47
C -2.18 3.51 -4.00
C -2.66 2.25 -4.32
C -3.96 2.07 -4.79
C -4.79 3.17 -4.95
C -4.31 4.45 -4.66
C -3.01 4.61 -4.20
C -0.56 4.90 -1.87
C 0.60 5.48 -1.36
C 0.56 6.21 -0.18
C -0.64 6.39 0.49
C -1.80 5.83 -0.02
C -1.76 5.09 -1.20
P -0.78 0.24 -0.46
C -1.20 -0.92 -1.80
C -2.40 -0.88 -2.51
C -2.62 -1.75 -3.57
C -1.64 -2.65 -3.95
C -0.43 -2.69 -3.27
C -0.22 -1.83 -2.20
C -2.25 0.29 0.64
C -3.29 -0.63 0.64
C -4.32 -0.54 1.58
C -4.33 0.49 2.51
C -3.30 1.42 2.51
C -2.27 1.32 1.59
H -2.05 1.91 -1.67
H -0.90 2.64 -0.56
H -0.06 1.27 -3.19
H 0.99 2.17 -2.11
H -2.02 1.38 -4.20
H -4.31 1.08 -5.03
H -5.80 3.04 -5.32
H -4.95 5.31 -4.81
H -2.65 5.61 -3.98
H 1.53 5.37 -1.89
H 1.47 6.66 0.20
H -0.67 6.97 1.40
H -2.74 5.98 0.49
H -2.68 4.65 -1.58
H -3.18 -0.17 -2.24
H -3.56 -1.72 -4.11
H -1.81 -3.32 -4.79
H 0.34 -3.39 -3.56
H 0.71 -1.87 -1.65
H -3.32 -1.44 -0.08
H -5.12 -1.26 1.56
H -5.13 0.56 3.23
H -3.30 2.23 3.23
H -1.48 2.07 1.59
C 4.43 -3.57 -1.07
O 3.84 -3.19 0.18
P 2.27 -3.31 0.59
O 2.29 -4.52 1.63
C 3.01 -4.43 2.88
O 1.59 -4.03 -0.66
C 1.63 -5.45 -0.89
H 4.96 -4.52 -0.95
H 5.14 -2.80 -1.35
H 3.68 -3.67 -1.85
H 3.01 -5.43 3.30
H 2.51 -3.75 3.57
H 4.05 -4.13 2.69
H 1.01 -5.63 -1.77
H 1.23 -5.99 -0.04
H 2.65 -5.78 -1.09
*
```

(2)
This record from the Open Molecules 2025 dataset describes an isolated molecule of C7H9Cl3SSi at a distorted geometry. The level of theory is ωB97M-V/def2-TZVPD.

⟨S²⟩ = 2.01
Strongest force on any atom = 6.46 eV/A
HOMO level (spin up / spin down) = -4.82 / -9.06 eV
HOMO-LUMO gap (spin up / spin down) = 5.38 / 6.82 eV

Geometry as ORCA input:
```
! RIJCOSX wB97M-V def2-TZVPD def2/J DEFGRID3
* xyz 0 3
C 1.42 -2.52 0.06
C 0.37 -1.60 0.31
C 2.24 -2.15 -0.97
C 0.44 -0.46 -0.46
C 0.73 1.86 1.44
C -0.73 1.43 0.96
C -0.45 0.79 -0.46
Si -2.22 0.26 -1.32
S 1.81 -0.61 -1.57
Cl -1.79 -0.58 -3.09
Cl -3.23 -1.05 -0.25
Cl -3.31 1.91 -1.47
H 1.53 -3.45 0.68
H -0.32 -1.67 1.05
H 3.09 -2.65 -1.20
H 1.37 0.89 1.70
H 0.52 2.46 2.36
H 1.22 2.48 0.79
H -1.43 2.18 0.74
H -1.12 0.90 1.75
H -0.14 1.59 -1.03
*
```

(3)
This record from the Open Molecules 2025 dataset describes a structure of composition C25H24BBrCrF6N3O8S4. The level of theory is ωB97M-V/def2-TZVPD.

⟨S²⟩ = 6.01
Energy relative to the best compared isomer or geometry (same formula, charge and spin) = 31.46 kJ/mol
Strongest force on any atom = 0.25 eV/A
HOMO level (spin up / spin down) = -6.14 / -6.95 eV
HOMO-LUMO gap (spin up / spin down) = 8.07 / 8.88 eV

Geometry as ORCA input:
```
! RIJCOSX wB97M-V def2-TZVPD def2/J DEFGRID3
* xyz -1 5
Cr 0.01 1.20 0.90
F 0.97 3.45 -3.27
C 2.19 3.51 -2.73
F 2.93 2.53 -3.26
F 2.74 4.68 -3.06
S 2.13 3.29 -0.91
O 1.49 2.01 -0.74
O 3.49 3.44 -0.49
N 1.25 4.52 -0.47
S -0.12 4.50 0.27
O -0.43 3.25 0.93
O -0.31 5.70 1.02
C -1.38 4.61 -1.08
F -2.59 4.76 -0.54
F -1.37 3.50 -1.82
F -1.12 5.65 -1.87
O 0.39 -0.84 0.91
S -0.68 -1.87 1.23
C 0.27 -3.28 1.92
C 1.72 -3.28 1.47
C 1.88 -3.85 0.07
C 3.32 -4.06 -0.37
S 4.23 -2.57 -0.86
O 4.13 -1.60 0.26
C 3.07 -2.03 -2.12
C 3.00 -2.71 -3.33
C 2.09 -2.29 -4.29
C 1.27 -1.20 -4.03
C 1.36 -0.52 -2.82
C 2.28 -0.93 -1.86
C -1.52 -1.29 2.68
C -0.82 -0.97 3.83
C -1.48 -0.39 4.89
C -2.85 -0.14 4.79
C -3.55 -0.46 3.64
C -2.88 -1.03 2.56
H -0.26 -4.17 1.55
H 0.17 -3.26 3.00
H 2.28 -3.89 2.19
H 2.14 -2.27 1.52
H 1.36 -3.21 -0.65
H 1.38 -4.83 0.03
H 3.39 -4.74 -1.22
H 3.92 -4.48 0.44
H 3.66 -3.55 -3.53
H 2.02 -2.81 -5.24
H 0.55 -0.87 -4.78
H 0.73 0.34 -2.62
H 2.37 -0.42 -0.91
H 0.25 -1.13 3.90
H -0.93 -0.11 5.77
H -3.37 0.33 5.62
H -4.60 -0.23 3.55
H -3.40 -1.24 1.64
B 2.37 0.76 4.96
C 1.72 1.13 3.56
N 1.20 1.40 2.57
H 1.78 1.40 5.80
H 3.55 1.01 4.92
H 2.19 -0.44 5.11
Br -3.26 -0.33 -5.44
C -3.86 0.31 -3.76
C -5.20 0.63 -3.60
N -5.70 1.09 -2.46
C -4.85 1.23 -1.43
C -3.50 0.92 -1.50
C -2.99 0.45 -2.70
C -2.62 1.10 -0.29
O -3.12 1.47 0.77
O -1.39 0.83 -0.49
H -5.89 0.52 -4.43
H -5.25 1.60 -0.50
H -1.94 0.21 -2.79
*
```

(4)
This record from the Open Molecules 2025 dataset describes a cluster of 2 separate species, C3H5Cl3 in total at a distorted geometry. The level of theory is ωB97M-V/def2-TZVPD.

Energy relative to the best compared isomer or geometry (same formula, charge and spin) = 386.68 kJ/mol
Strongest force on any atom = 5.04 eV/A
HOMO level (spin up / spin down) = -8.02 / -8.49 eV
HOMO-LUMO gap (spin up / spin down) = 8.01 / 8.29 eV

Geometry as ORCA input:
```
! RIJCOSX wB97M-V def2-TZVPD def2/J DEFGRID3
* xyz 0 1
C 0.43 -0.15 -1.22
C -1.40 -0.13 1.40
C 1.09 0.15 -0.01
Cl -2.32 0.99 0.53
Cl 2.14 -0.99 0.68
Cl 1.36 1.81 0.33
H 0.07 -1.24 -1.32
H -0.55 0.44 -1.29
H 1.10 -0.04 -2.21
H -1.03 -1.12 0.85
H -0.89 0.29 2.27
*
```

(5)
This record from the Open Molecules 2025 dataset describes a cluster of 2 separate species, C2H4ClN3 in total at a distorted geometry. The level of theory is ωB97M-V/def2-TZVPD.

Energy relative to the best compared isomer or geometry (same formula, charge and spin) = 507.82 kJ/mol
Strongest force on any atom = 3.08 eV/A
HOMO level (spin up / spin down) = -7.31 / -7.30 eV
HOMO-LUMO gap (spin up / spin down) = 6.78 / 6.78 eV

Geometry as ORCA input:
```
! RIJCOSX wB97M-V def2-TZVPD def2/J DEFGRID3
* xyz 0 1
C -1.71 0.48 -0.34
C 0.68 0.57 0.09
N -0.55 0.71 0.10
N 0.69 -2.22 -0.50
N 1.79 0.75 0.78
Cl -0.66 -2.17 -1.29
H -2.23 1.22 -0.97
H -2.17 -0.49 -0.14
H 1.59 1.08 1.70
H 2.56 0.05 0.56
*
```

(6)
This record from the Open Molecules 2025 dataset describes a structure of composition C26H58P4RhSe at a distorted geometry. The level of theory is ωB97M-V/def2-TZVPD.

⟨S²⟩ = 6.01
Strongest force on any atom = 4.14 eV/A
HOMO level (spin up / spin down) = -15.90 / -15.91 eV
HOMO-LUMO gap (spin up / spin down) = 7.43 / 4.65 eV

Geometry as ORCA input:
```
! RIJCOSX wB97M-V def2-TZVPD def2/J DEFGRID3
* xyz 3 5
Rh 0.60 -1.72 -0.13
P -0.88 -3.22 0.26
P 2.11 -1.56 1.64
P 1.86 -2.49 -1.71
H -2.65 2.06 -5.12
C -2.75 1.01 -5.43
C -2.94 -0.05 -4.64
H -3.12 0.11 -3.58
C -2.16 -2.43 1.31
C -0.02 -4.42 1.37
C -1.55 -4.17 -1.15
C 3.29 -0.16 1.66
C 1.10 -1.49 3.17
C 3.17 -3.06 1.61
C 1.31 -2.50 -3.45
C 2.32 -4.25 -1.41
C 3.51 -1.72 -1.84
H -2.72 0.97 -6.52
H -3.17 -1.05 -5.05
H -2.31 -1.38 1.00
H -1.80 -2.46 2.36
H -3.11 -2.97 1.22
H 0.34 -3.89 2.26
H 0.81 -4.90 0.85
H -0.76 -5.18 1.66
H -1.90 -3.50 -1.95
H -2.40 -4.78 -0.81
H -0.78 -4.86 -1.56
H 4.05 -0.30 2.44
H 2.76 0.78 1.82
H 3.80 -0.10 0.69
H 1.68 -1.76 4.06
H 0.24 -2.17 3.09
H 0.69 -0.48 3.30
H 3.80 -3.10 2.50
H 3.81 -3.03 0.73
H 2.56 -3.96 1.58
H 1.96 -3.15 -4.05
H 1.38 -1.48 -3.87
H 0.28 -2.85 -3.55
H 2.96 -4.57 -2.24
H 1.44 -4.89 -1.36
H 2.90 -4.34 -0.48
H 4.09 -2.28 -2.58
H 4.05 -1.75 -0.89
H 3.40 -0.68 -2.16
C 1.55 1.70 -3.04
C 0.47 1.16 -3.75
C 0.27 1.48 -5.09
C 1.04 2.44 -5.71
C 2.17 2.93 -5.03
C 2.46 2.51 -3.73
Se 1.50 1.81 -1.12
H 0.75 3.10 -1.31
H -0.22 0.54 -3.19
H -0.54 1.06 -5.67
H 0.75 2.81 -6.70
H 2.82 3.66 -5.51
H 3.34 2.85 -3.17
C 0.30 4.26 1.56
C 0.04 3.26 2.70
C -0.57 3.87 3.96
P -0.90 1.79 2.06
C -1.59 0.70 3.40
C -0.93 0.98 4.74
C -3.10 0.43 3.48
C -2.42 2.37 1.17
C -3.13 3.60 1.77
C -2.12 2.36 -0.35
H -0.54 4.28 0.84
H 1.21 3.95 1.02
H 0.44 5.29 1.94
H 1.02 2.84 2.98
H -0.32 3.28 4.84
H -0.18 4.86 4.19
H -1.65 3.94 3.91
H -1.19 -0.26 3.06
H -1.35 1.85 5.27
H -1.03 0.16 5.46
H 0.15 1.15 4.59
H -3.31 -0.30 4.27
H -3.46 -0.04 2.56
H -3.73 1.29 3.71
H -3.13 1.54 1.31
H -2.59 4.55 1.69
H -4.09 3.73 1.25
H -3.41 3.42 2.82
H -1.57 1.42 -0.60
H -3.05 2.40 -0.94
H -1.46 3.17 -0.70
*
```

(7)
This record from the Open Molecules 2025 dataset describes a cluster of 2 separate species, C11H12FNO6 in total at a distorted geometry. The level of theory is ωB97M-V/def2-TZVPD.

Strongest force on any atom = 8.60 eV/A
HOMO level = -8.17 eV
HOMO-LUMO gap = 8.48 eV

Geometry as ORCA input:
```
! RIJCOSX wB97M-V def2-TZVPD def2/J DEFGRID3
* xyz 0 1
O 3.37 0.66 -0.76
C 3.56 1.92 -1.22
O 4.51 2.11 -2.32
N 2.71 3.00 -0.56
C 2.19 4.01 -1.56
O 0.81 3.75 -2.03
C 0.22 2.56 -1.37
C 0.28 1.15 -2.26
C -0.30 -0.27 -1.63
C -0.90 -0.21 -0.10
C -1.01 1.17 0.81
C -0.43 2.57 0.16
H 5.04 1.23 -2.34
H 3.21 3.46 0.24
H 2.92 4.21 -2.47
H 2.14 5.05 -0.98
H 0.73 1.19 -3.36
H -0.20 -1.23 -2.30
H -1.28 -1.23 0.37
H -1.47 1.20 1.89
H -0.42 3.61 0.71
O -4.25 -2.34 3.43
C -3.52 -3.10 2.82
O -3.32 -4.41 3.15
C -2.51 -4.97 2.13
C -1.83 -3.76 1.57
F -1.59 -3.92 0.25
O -2.79 -2.74 1.72
H -3.15 -5.47 1.39
H -1.81 -5.69 2.54
H -0.91 -3.49 2.09
*
```

(8)
This record from the Open Molecules 2025 dataset describes a structure of composition C12H9CoN5S2. The level of theory is ωB97M-V/def2-TZVPD.

⟨S²⟩ = 3.77
Strongest force on any atom = 0.55 eV/A
HOMO level (spin up / spin down) = -6.79 / -6.94 eV
HOMO-LUMO gap (spin up / spin down) = 5.94 / 5.95 eV

Geometry as ORCA input:
```
! RIJCOSX wB97M-V def2-TZVPD def2/J DEFGRID3
* xyz 0 4
Co 0.17 0.18 0.32
S 2.34 -0.23 0.13
C 2.78 -0.23 1.85
C 4.13 -0.25 2.19
C 4.54 -0.24 3.52
C 3.59 -0.21 4.53
C 2.24 -0.19 4.21
C 1.82 -0.20 2.88
S 0.08 -0.17 2.52
H 4.86 -0.27 1.39
H 5.60 -0.25 3.76
H 3.90 -0.20 5.57
H 1.49 -0.17 4.99
N -4.01 0.19 0.03
C -2.94 -0.61 -0.03
N -1.87 0.14 -0.14
C -2.36 1.42 -0.13
N -3.66 1.49 -0.04
C -1.43 2.56 -0.19
C -1.82 3.88 -0.28
N -0.92 4.86 -0.30
C 0.36 4.51 -0.22
C 0.76 3.19 -0.13
N -0.14 2.22 -0.11
H -4.98 -0.07 0.12
H -2.97 -1.68 0.00
H -2.87 4.14 -0.35
H 1.09 5.31 -0.23
H 1.80 2.88 -0.08
*
```

(9)
This record from the Open Molecules 2025 dataset describes a cluster of 2 separate species, C5H7NO in total. The level of theory is ωB97M-V/def2-TZVPD.

Energy relative to the best compared isomer or geometry (same formula, charge and spin) = 635.90 kJ/mol
Strongest force on any atom = 0.44 eV/A
HOMO level (spin up / spin down) = -8.27 / -8.27 eV
HOMO-LUMO gap (spin up / spin down) = 7.84 / 7.83 eV

Geometry as ORCA input:
```
! RIJCOSX wB97M-V def2-TZVPD def2/J DEFGRID3
* xyz 0 1
C -1.85 1.23 -0.49
N -0.95 0.85 -1.30
C 0.14 0.20 -0.78
O 1.29 0.14 -1.46
C 1.72 -0.77 -0.39
C 1.68 -0.18 0.97
C 0.39 -0.65 0.31
H -1.74 1.23 0.60
H -2.79 1.61 -0.90
H -2.39 -0.93 0.60
H 2.23 -1.66 -0.72
H 1.87 0.88 1.13
H 2.07 -0.82 1.76
H -1.66 -1.12 0.67
*
```

(10)
This record from the Open Molecules 2025 dataset describes the ion C4H4F3N3 with charge +2 at a distorted geometry. The level of theory is ωB97M-V/def2-TZVPD.

Energy relative to the best compared isomer or geometry (same formula, charge and spin) = 28.40 kJ/mol
Strongest force on any atom = 2.89 eV/A
HOMO level = -22.47 eV
HOMO-LUMO gap = 10.90 eV

Geometry as ORCA input:
```
! RIJCOSX wB97M-V def2-TZVPD def2/J DEFGRID3
* xyz 2 1
C -0.01 -1.46 1.34
N 0.00 -0.35 0.46
C -1.04 0.62 0.52
F -1.70 0.79 1.60
N -1.23 1.46 -0.51
C -0.31 1.61 -1.42
F -0.28 2.57 -2.26
N 0.74 0.73 -1.40
C 0.85 -0.28 -0.52
F 1.74 -1.19 -0.60
H -0.83 -1.25 1.95
H -0.22 -2.38 0.80
H 0.75 -1.76 2.01
H 1.54 0.89 -1.96
*
```

(11)
This record from the Open Molecules 2025 dataset describes a structure of composition C30H43IN6O11S2SiV at a distorted geometry. The level of theory is ωB97M-V/def2-TZVPD.

⟨S²⟩ = 0.76
Energy relative to the best compared isomer or geometry (same formula, charge and spin) = 0.00 kJ/mol
Strongest force on any atom = 5.05 eV/A
HOMO level (spin up / spin down) = -7.17 / -7.23 eV
HOMO-LUMO gap (spin up / spin down) = 6.92 / 6.98 eV

Geometry as ORCA input:
```
! RIJCOSX wB97M-V def2-TZVPD def2/J DEFGRID3
* xyz 0 2
V 0.14 0.42 0.42
N -1.03 -1.46 0.14
C -1.64 -1.81 1.43
C -2.92 -2.65 1.28
C -3.67 -3.12 2.56
C -2.90 -3.57 3.81
N -1.82 -4.53 3.56
C -0.86 -4.81 4.42
N 0.15 -5.60 4.01
N -1.01 -4.52 5.72
C -1.80 -0.49 2.24
O -2.46 -0.46 3.27
O -1.13 0.48 1.73
H -1.69 -1.46 -0.64
H -0.24 -2.05 -0.09
H -0.90 -2.35 2.00
H -2.67 -3.53 0.67
H -3.63 -2.05 0.71
H -4.34 -3.93 2.28
H -4.27 -2.27 2.89
H -3.63 -4.06 4.48
H -2.51 -2.68 4.30
H -1.64 -4.77 2.59
H 0.53 -5.32 3.10
H 0.89 -5.73 4.68
H -1.70 -3.82 5.95
H -0.17 -4.49 6.27
O 4.73 -1.39 -1.44
S 3.92 -2.34 -0.69
O 4.27 -3.73 -0.90
O 2.49 -2.09 -0.86
C 4.34 -2.06 1.03
C 5.71 -1.99 1.25
C 6.21 -1.94 2.54
C 5.35 -1.97 3.62
C 3.98 -2.03 3.41
C 3.46 -2.07 2.12
S 1.66 -2.07 2.07
O 1.29 -2.12 3.49
O 1.16 -3.29 1.43
O 1.19 -0.77 1.55
H 6.35 -1.97 0.38
H 7.28 -1.89 2.70
H 5.74 -1.96 4.62
H 3.29 -2.03 4.24
C 3.06 3.82 2.36
Si 2.36 2.09 1.99
C 3.61 1.29 0.80
C 2.33 1.18 3.66
N 0.80 2.10 1.20
C -0.14 3.10 1.20
C -0.14 4.25 2.00
C -1.10 5.24 1.84
C -2.10 5.12 0.89
C -2.16 3.97 0.11
C -1.20 2.99 0.27
O -1.18 1.81 -0.47
C -2.17 1.58 -1.41
C -3.24 0.77 -1.08
C -4.19 0.46 -2.04
C -4.07 0.99 -3.32
C -3.01 1.82 -3.63
C -2.05 2.11 -2.68
H 4.15 3.77 2.36
H 2.76 4.19 3.34
H 2.77 4.57 1.61
H 4.46 0.89 1.36
H 4.01 2.01 0.08
H 3.15 0.47 0.26
H 1.95 0.17 3.54
H 3.33 1.12 4.08
H 1.69 1.68 4.38
H 0.61 4.34 2.77
H -1.06 6.12 2.46
H -2.83 5.90 0.75
H -2.95 3.83 -0.62
H -3.32 0.38 -0.07
H -5.02 -0.19 -1.80
H -4.82 0.75 -4.07
H -2.92 2.23 -4.63
H -1.20 2.75 -2.91
C 1.65 1.00 -2.04
O 1.00 0.53 -0.91
H 1.85 2.07 -1.90
H 1.02 0.86 -2.92
H 2.59 0.46 -2.18
N 0.50 -2.35 -3.30
C -0.52 -1.52 -3.49
O -1.03 -0.82 -2.62
C -1.11 -1.51 -4.89
I -3.07 -2.37 -4.79
H 0.99 -2.33 -2.40
H 0.93 -2.86 -4.05
H -0.54 -2.08 -5.62
H -1.25 -0.48 -5.23
*
```

Q: The lowest strongest force on any atom belongs to which entry?
A: C25H24BBrCrF6N3O8S4

Q: Number 8 is which compound?
A: C12H9CoN5S2

Q: Which value of strongest force on any atom does entry 10 give?
A: 2.89 eV/A

Q: Among the records above, which one has the highest strongest force on any atom?
A: C11H12FNO6